# C5H7O5Yb

A structure of composition C5H7O5Yb at a distorted geometry (wB97M-V/def2-TZVPD, the Open Molecules 2025 dataset).

Geometry (Å):
1 Yb 0.79 -1.75 -2.19
2 O -0.60 -1.00 -0.32
3 O -4.15 0.10 -0.11
4 O -3.73 -1.59 1.31
5 O -1.83 -1.93 -1.82
6 O 1.45 0.76 -0.52
7 C -0.40 -0.05 0.73
8 C 2.72 1.40 -0.56
9 C -1.89 -1.31 -0.77
10 C 1.03 0.42 0.79
11 C -3.61 -0.86 0.36
12 H -1.04 0.81 0.50
13 H 2.63 2.39 -0.10
14 H 1.69 -0.37 1.20
15 H -0.65 -0.57 1.66
16 H 3.49 0.82 -0.02
17 H 3.02 1.45 -1.61
18 H 1.09 1.29 1.46

## Properties
- gap between HOMO and LUMO (spin up / spin down) (Eh) = 0.2143 / 0.2799
- total charge = 0
- energy above the lowest of the compared OMol25 structures with the same formula, charge and spin (eV) = 0.000
- electronic energy (eV) = -47062.38247
- 2S+1 = 2
- HOMO energy (spin up / spin down) (eV) = -6.13 / -8.60


# C5H7OS2

A cluster of 2 separate species, C5H7OS2 in total at a distorted geometry (wB97M-V/def2-TZVPD, the Open Molecules 2025 dataset).

Geometry (Å):
1 S -0.75 1.80 0.64
2 S 2.87 -0.77 -0.33
3 O 2.52 1.80 0.31
4 C 0.24 0.36 0.98
5 C -0.15 -0.93 0.59
6 C 2.34 0.67 0.16
7 C -0.58 1.85 -1.18
8 C 0.42 -2.00 1.22
9 H 0.48 2.02 -1.62
10 H -0.73 0.95 -1.69
11 H 0.93 -2.05 2.14
12 H 0.69 0.67 1.95
13 H 0.56 -3.00 0.71
14 H -1.16 2.50 -1.73
15 H -0.59 -0.96 -0.29

## Properties
- gap between HOMO and LUMO (Eh) = 0.2227
- total charge = -1
- energy above the lowest of the compared OMol25 structures with the same formula, charge and spin (eV) = 0.196
- electronic energy (eV) = -29015.09433
- 2S+1 = 1
- HOMO energy (eV) = -2.58


# C5H7P

An isolated molecule of C5H7P at a distorted geometry (wB97M-V/def2-TZVPD, the Open Molecules 2025 dataset).

Geometry (Å):
1 P 1.55 0.77 0.59
2 C -1.61 1.67 0.12
3 C 2.47 0.12 -0.63
4 C -1.46 0.35 0.20
5 C -0.28 -0.42 0.28
6 C -0.14 -1.75 0.41
7 H 1.82 -0.70 -1.05
8 H -2.36 -0.32 0.42
9 H -0.80 -2.40 -0.01
10 H -2.59 2.30 0.34
11 H 3.32 0.31 -1.19
12 H -0.76 2.20 0.01
13 H 0.85 -2.12 0.52

## Properties
- SMILES = C=CC(=C)P=C
- gap between HOMO and LUMO (Eh) = 0.3318
- total charge = 0
- energy above the lowest of the compared OMol25 structures with the same formula, charge and spin (eV) = 2.849
- electronic energy (eV) = -14582.84917
- 2S+1 = 1
- HOMO energy (eV) = -8.81


# C5H8

An isolated molecule of C5H8 (wB97M-V/def2-TZVPD, the Open Molecules 2025 dataset).

Geometry (Å):
1 C 1.27 0.01 0.41
2 C 0.73 0.56 -0.90
3 C -0.53 0.38 -1.20
4 C 0.16 -0.40 1.38
5 C -1.80 0.08 -1.32
6 H 1.91 -0.85 0.18
7 H -2.58 0.74 -0.94
8 H -0.29 -1.35 1.09
9 H -0.64 0.35 1.38
10 H 1.40 1.09 -1.57
11 H -2.10 -0.86 -1.77
12 H 0.54 -0.50 2.40
13 H 1.92 0.76 0.87

## Properties
- SMILES = C=C=CCC
- gap between HOMO and LUMO (Eh) = 0.3872
- total charge = 0
- energy above the lowest of the compared OMol25 structures with the same formula, charge and spin (eV) = 1.249
- electronic energy (eV) = -5312.91806
- 2S+1 = 1
- HOMO energy (eV) = -9.41


# C5H8

An isolated molecule of C5H8 at a distorted geometry (wB97M-V/def2-TZVPD, the Open Molecules 2025 dataset).

Geometry (Å):
1 C -0.03 0.12 -1.26
2 C -0.20 -0.20 1.30
3 C 0.00 -0.10 0.14
4 C -0.98 -0.05 2.51
5 C 1.30 -0.01 -1.95
6 H -1.42 1.01 2.76
7 H -1.89 -0.62 2.64
8 H -0.61 -0.71 -1.65
9 H 1.06 -0.01 -2.99
10 H 1.62 -1.00 -1.77
11 H -0.40 -0.36 3.38
12 H 1.98 0.77 -1.60
13 H -0.44 1.17 -1.51

## Properties
- SMILES = CC#CCC
- gap between HOMO and LUMO (Eh) = 0.3848
- total charge = 0
- energy above the lowest of the compared OMol25 structures with the same formula, charge and spin (eV) = 2.037
- electronic energy (eV) = -5312.12949
- 2S+1 = 1
- HOMO energy (eV) = -9.39


# C5H8

An isolated molecule of C5H8 at a distorted geometry (wB97M-V/def2-TZVPD, the Open Molecules 2025 dataset).

Geometry (Å):
1 C -1.31 -0.50 0.00
2 C 2.38 0.27 -0.29
3 C -2.27 0.32 -0.35
4 C -0.01 0.00 0.56
5 C 1.25 -0.45 -0.12
6 H 2.32 1.33 0.08
7 H 3.28 -0.12 -0.72
8 H -0.04 1.11 0.61
9 H 1.24 -1.49 -0.37
10 H -1.40 -1.55 -0.18
11 H -3.28 -0.05 -0.64
12 H -2.25 1.41 -0.26
13 H 0.10 -0.30 1.67

## Properties
- SMILES = C=CCC=C
- gap between HOMO and LUMO (Eh) = 0.3963
- total charge = 0
- energy above the lowest of the compared OMol25 structures with the same formula, charge and spin (eV) = 1.151
- electronic energy (eV) = -5313.01547
- 2S+1 = 1
- HOMO energy (eV) = -9.52